{
  "formula": "C45H50CaClN4O4S2",
  "method": "ωB97M-V/def2-TZVPD",
  "orbital_gap_ev": 8.43,
  "relative_energy_kcal_mol": 0.0,
  "molar_mass_g_mol": 850.58,
  "total_charge": 1,
  "symbols": ["Ca", "C", "C", "N", "C", "C", "N", "C", "C", "N", "H", "H", "H", "H", "H", "H", "H", "H", "H", "H", "H", "H", "H", "H", "H", "C", "C", "C", "C", "C", "C", "C", "S", "O", "C", "C", "C", "C", "C", "C", "C", "C", "C", "C", "C", "C", "C", "C", "C", "C", "C", "C", "C", "C", "S", "O", "C", "C", "C", "C", "C", "C", "C", "H", "H", "H", "H", "H", "H", "H", "H", "H", "H", "H", "H", "H", "H", "H", "H", "H", "H", "H", "H", "H", "H", "H", "H", "H", "H", "Cl", "O", "C", "O", "C", "N", "C", "C", "C", "H", "H", "H", "H", "H", "H", "H", "H", "H"],
  "positions_angstrom": [[-0.2229, 0.8295, -2.5265], [1.0769, -1.0313, -5.0911], [1.8173, 0.3068, -5.0306], [0.9255, 1.4287, -4.7167], [-0.0073, 1.7796, -5.7970], [-1.4446, 1.9322, -5.3040], [-1.8568, 0.8052, -4.4530], [-1.9268, -0.5002, -5.1204], [-1.2167, -1.6131, -4.3473], [0.1590, -1.2499, -3.9524], [0.5093, -1.1057, -6.0201], [1.8245, -1.8260, -5.1385], [2.5784, 0.2741, -4.2528], [2.3245, 0.4385, -5.9955], [1.4965, 2.2292, -4.4644], [0.2829, 2.7120, -6.2873], [0.0410, 1.0117, -6.5713], [-1.5268, 2.8375, -4.6981], [-2.0931, 2.0593, -6.1800], [-2.7389, 1.0181, -4.0031], [-2.9620, -0.8132, -5.2784], [-1.4926, -0.4108, -6.1164], [-1.7730, -1.8331, -3.4331], [-1.2395, -2.5103, -4.9790], [0.5226, -1.9922, -3.3668], [-7.9828, 0.2566, 2.0649], [-6.5749, 0.2934, 1.5398], [-5.6126, 1.1062, 2.1265], [-4.3102, 1.1293, 1.6468], [-3.9682, 0.3131, 0.5811], [-4.9158, -0.4944, -0.0358], [-6.2099, -0.4977, 0.4469], [-2.2836, 0.3760, 0.0252], [-2.3189, 0.2030, -1.4877], [-1.7149, -1.2070, 0.6526], [-2.0383, -2.3896, -0.0436], [-1.5575, -3.5821, 0.4060], [-0.7423, -3.6476, 1.5660], [-0.2307, -4.8787, 2.0434], [0.5577, -4.9199, 3.1569], [0.8747, -3.7300, 3.8486], [0.3989, -2.5282, 3.4114], [-0.4222, -2.4565, 2.2585], [-0.9132, -1.2151, 1.7618], [-0.5642, 0.0705, 2.4397], [-1.3083, 0.4789, 3.5833], [-2.3352, -0.3334, 4.1349], [-3.0442, 0.0870, 5.2204], [-2.7730, 1.3418, 5.8133], [-1.7934, 2.1430, 5.3072], [-1.0320, 1.7331, 4.1830], [-0.0203, 2.5571, 3.6375], [0.6861, 2.1515, 2.5448], [0.4209, 0.8967, 1.9569], [1.4647, 0.5420, 0.5413], [0.6374, -0.0620, -0.5658], [2.3723, -0.8447, 1.2103], [3.1890, -0.6556, 2.3139], [3.8972, -1.7330, 2.8223], [3.8082, -2.9919, 2.2335], [4.5491, -4.1695, 2.8028], [2.9985, -3.1467, 1.1108], [2.2818, -2.0809, 0.5923], [-8.1809, 1.0971, 2.7278], [-8.1559, -0.6628, 2.6277], [-8.7068, 0.2822, 1.2506], [-5.8845, 1.7428, 2.9594], [-3.5692, 1.7812, 2.0944], [-4.6439, -1.0924, -0.8958], [-6.9576, -1.1192, -0.0313], [-2.6504, -2.3298, -0.9339], [-1.7926, -4.5008, -0.1181], [-0.4787, -5.7887, 1.5104], [0.9387, -5.8668, 3.5168], [1.4991, -3.7743, 4.7317], [0.6503, -1.6163, 3.9386], [-2.5556, -1.2907, 3.6802], [-3.8246, -0.5403, 5.6310], [-3.3465, 1.6622, 6.6731], [-1.5795, 3.1050, 5.7564], [0.1722, 3.5226, 4.0883], [1.4389, 2.7924, 2.1023], [3.2599, 0.3175, 2.7878], [4.5273, -1.5953, 3.6925], [5.2301, -3.8661, 3.5962], [5.1278, -4.6788, 2.0316], [3.8479, -4.8967, 3.2180], [2.9186, -4.1210, 0.6427], [1.6362, -2.1985, -0.2679], [-0.0216, 3.2019, -1.3578], [3.0549, 3.0975, -3.3072], [2.9966, 2.4128, -2.1751], [2.6151, 1.2609, -2.1429], [3.4424, 3.2028, -0.9511], [3.9375, 4.5145, -1.3955], [5.3934, 4.5956, -1.1247], [5.8214, 3.1459, -0.9045], [4.6029, 2.5274, -0.2200], [2.5337, 3.2964, -0.3572], [3.4264, 5.2666, -0.9580], [3.3723, 3.9947, -3.0130], [5.5892, 5.1968, -0.2335], [5.9132, 5.0589, -1.9624], [6.7342, 3.0685, -0.3169], [5.9995, 2.6543, -1.8641], [4.5775, 2.8068, 0.8361], [4.5639, 1.4415, -0.2900]],
  "atomic_forces_ev_per_a": [[0.3, 0.3, 0.3], [0.0, 0.0, 0.0], [-0.1, -0.1, -0.1], [-0.1, 0.0, -0.1], [0.0, 0.0, 0.0], [0.0, 0.0, 0.0], [0.1, 0.0, 0.1], [0.0, 0.0, 0.0], [0.0, 0.0, -0.1], [-0.1, 0.0, -0.1], [0.0, 0.0, 0.0], [0.0, 0.0, 0.0], [0.0, 0.0, 0.0], [0.0, 0.1, 0.0], [0.0, 0.0, 0.0], [0.0, 0.0, 0.0], [0.0, 0.0, 0.0], [0.0, 0.0, 0.0], [0.0, 0.0, 0.0], [0.0, 0.0, 0.0], [0.0, 0.0, 0.0], [0.0, 0.0, 0.0], [0.0, 0.0, 0.0], [0.0, 0.0, 0.1], [0.0, 0.0, 0.0], [0.0, 0.0, 0.0], [0.0, 0.0, 0.0], [0.0, 0.0, 0.0], [0.0, 0.0, 0.0], [0.0, 0.0, 0.0], [0.0, 0.0, 0.0], [0.0, 0.0, 0.0], [0.0, 0.0, -0.1], [0.1, -0.1, 0.1], [0.0, 0.0, 0.1], [0.0, 0.0, 0.0], [0.0, 0.0, 0.0], [0.0, 0.0, 0.0], [0.0, 0.0, 0.0], [0.0, 0.0, 0.0], [0.0, 0.0, 0.0], [0.0, 0.0, 0.0], [0.0, 0.0, 0.0], [0.0, 0.1, 0.0], [0.0, -0.1, 0.0], [0.0, 0.0, 0.0], [0.0, 0.0, 0.0], [0.0, 0.0, 0.0], [0.0, 0.0, 0.0], [0.0, 0.0, 0.0], [0.0, 0.0, 0.0], [0.0, 0.0, 0.0], [0.0, 0.0, 0.0], [-0.1, 0.0, 0.0], [0.1, 0.0, -0.1], [-0.1, -0.1, 0.2], [0.0, 0.0, 0.0], [0.0, 0.0, 0.0], [0.0, 0.0, 0.0], [0.0, 0.0, 0.0], [0.0, 0.0, 0.0], [0.0, 0.0, 0.0], [0.0, 0.0, 0.0], [0.0, 0.0, 0.0], [0.0, 0.0, 0.0], [0.0, 0.0, 0.0], [0.0, 0.0, 0.0], [0.0, 0.0, 0.0], [0.0, 0.0, 0.0], [0.0, 0.0, 0.0], [0.0, 0.0, 0.0], [0.0, 0.0, 0.0], [0.0, 0.0, 0.0], [0.0, 0.0, 0.0], [0.0, 0.0, 0.0], [0.0, 0.0, 0.0], [0.0, 0.0, 0.0], [0.0, 0.0, 0.0], [0.0, 0.0, 0.0], [0.0, 0.0, 0.0], [0.0, 0.0, 0.0], [0.0, 0.0, 0.0], [0.0, 0.0, 0.0], [0.0, 0.0, 0.0], [0.0, 0.0, 0.0], [0.0, 0.0, 0.0], [0.0, 0.0, 0.0], [0.0, 0.0, 0.0], [0.0, 0.0, 0.0], [-0.1, -0.1, -0.1], [-0.1, -0.1, 0.0], [0.0, -0.2, -0.1], [0.0, 0.1, 0.0], [-0.1, 0.0, -0.1], [0.1, 0.0, 0.1], [0.0, 0.0, 0.0], [0.0, 0.0, 0.0], [0.0, 0.0, 0.0], [0.0, 0.0, 0.1], [0.0, 0.0, 0.0], [0.1, 0.1, 0.0], [0.0, 0.0, 0.0], [0.0, 0.0, 0.0], [0.0, 0.0, 0.0], [0.0, 0.0, 0.0], [0.0, 0.0, 0.0], [0.0, 0.0, 0.0]],
  "lowdin_charge": [1.1205, -0.1818, -0.2002, -0.1256, -0.1873, -0.1952, -0.1421, -0.1898, -0.1999, -0.1221, 0.1047, 0.1252, 0.1021, 0.1269, 0.0844, 0.1285, 0.1061, 0.1203, 0.1236, 0.1142, 0.1278, 0.1047, 0.1048, 0.1237, 0.1168, -0.0418, -0.2579, -0.0250, -0.0673, -0.3644, -0.0572, -0.0244, 1.0555, -0.6181, -0.2900, -0.0493, -0.0019, -0.1517, -0.0250, -0.0671, -0.0627, -0.0109, -0.1136, -0.1489, -0.1495, -0.1112, -0.0147, -0.0581, -0.0614, -0.0234, -0.1476, -0.0015, -0.0661, -0.3053, 1.0422, -0.6625, -0.3597, -0.0691, -0.0301, -0.2706, -0.0364, -0.0279, -0.0590, 0.0786, 0.0891, 0.0842, 0.1182, 0.1143, 0.1067, 0.1202, 0.1001, 0.1198, 0.1165, 0.1090, 0.1140, 0.1259, 0.1240, 0.1105, 0.1092, 0.1175, 0.1224, 0.1051, 0.1169, 0.1174, 0.0796, 0.0863, 0.0767, 0.1237, 0.1103, -0.1888, 0.0958, -0.5399, 0.0005, -0.2724, -0.0223, -0.1716, -0.1564, -0.1276, 0.0912, 0.1288, 0.1141, 0.1169, 0.1128, 0.1146, 0.1186, 0.1202, 0.1127]
}